ORCA calculation (ωB97M-V/def2-TZVPD) on an isolated molecule of C5H11N.

Highest occupied orbital energy in eV: -9.4
LUMO in eV: 1.21
Energy above the lowest of the compared OMol25 structures with the same formula, charge and spin in eV: 1.3024
Total energy in eV: -6852.2262
SMILES: C=NCCCC

Geometry as ORCA input:
```
! wB97M-V def2-TZVPD RIJCOSX def2/J DEFGRID3
* xyz 0 1
C 0.4966 -2.6021 1.3537
N 0.4902 -1.3581 1.1659
C 0.0848 -0.7391 -0.0945
C 0.6596 0.6473 -0.2252
C -0.4083 1.7759 -0.1759
C -1.0658 1.9950 -1.5540
H 0.8402 -2.8618 2.3579
H 0.2153 -3.4269 0.6996
H 0.4010 -1.3786 -0.9268
H -1.0042 -0.7048 -0.0584
H 1.3807 0.8514 -1.0110
H 1.2521 0.8499 0.6771
H 0.0157 2.7080 0.1928
H -1.1398 1.4945 0.5832
H -0.7604 1.2296 -2.2696
H -2.1498 1.8520 -1.5243
H -0.8942 2.9941 -1.9475
*
```

Löwdin atomic charge list, values in e, 4 entries: -0.07, -0.04, -0.25, -0.22